1.
{
  "formula": "C3H5N3",
  "method": "wB97M-V/def2-TZVPD",
  "total_energy_ev": -7659.1640,
  "lumo_energy_ev": 0.384,
  "gap_ev": 9.281,
  "de_lowest_kj_mol": 317.59,
  "homo_energy_ev": -8.90,
  "largest_force_ev_per_a": 3.52,
  "species": ["C", "C", "N", "N", "N", "C", "H", "H", "H", "H", "H"],
  "xyz": [[0.9934, 1.4213, -0.3165], [0.0281, 0.2767, -0.1025], [-0.9949, 0.2778, -0.8867], [-1.6247, -1.4033, -0.2719], [-0.8032, -1.7325, 0.6500], [0.1496, -0.8596, 0.8237], [1.2469, 1.7980, 0.6667], [1.8713, 1.0509, -0.8605], [0.5926, 2.2719, -0.9024], [-2.3832, -2.1234, -0.3579], [0.9242, -0.9778, 1.5578]],
  "atomic_forces_ev_per_a": [[-0.07, 0.16, -0.04], [-1.23, -0.65, -0.66], [-0.84, -3.18, 1.25], [0.70, 1.28, -0.22], [0.35, 0.50, -0.01], [0.23, 0.86, -0.54], [0.47, 0.13, 0.10], [-0.08, 0.07, 0.39], [-0.14, -0.75, 0.32], [0.52, 1.66, -0.63], [0.08, -0.08, 0.04]],
  "lowdin_charge": [-0.045, -0.423, 0.218, -0.004, -0.065, -0.140, 0.072, 0.085, 0.085, 0.126, 0.090]
}

---

2.
{
  "formula": "C3H5N3",
  "method": "wB97M-V/def2-TZVPD",
  "total_energy_ev": -7658.1678,
  "lumo_energy_ev": [0.182, 0.181],
  "gap_ev": [8.267, 8.266],
  "de_lowest_kj_mol": 413.70,
  "homo_energy_ev": [-8.09, -8.08],
  "largest_force_ev_per_a": 0.80,
  "species": ["C", "N", "C", "N", "C", "N", "H", "H", "H", "H", "H"],
  "xyz": [[1.0903, -1.0553, 0.5882], [0.2355, -0.6559, -0.3040], [-1.2066, -0.5205, -0.0085], [-1.5314, 0.6820, -0.1537], [-0.2153, 1.3085, -0.5455], [0.5783, 0.3093, -1.1688], [0.8114, -1.7608, 1.3564], [2.0814, -0.6312, 0.4878], [0.2635, 1.4245, 0.4753], [-1.8003, -1.3593, 0.3364], [-0.3068, 2.2585, -1.0636]],
  "atomic_forces_ev_per_a": [[0.09, -0.46, -0.21], [0.35, -0.05, 0.56], [-0.22, 0.26, 0.09], [0.08, -0.44, 0.01], [0.03, 0.52, 0.00], [0.03, 0.11, 0.11], [-0.04, -0.22, -0.17], [-0.02, -0.30, 0.07], [-0.31, 0.66, -0.33], [0.13, 0.09, -0.04], [-0.12, -0.17, -0.10]],
  "lowdin_charge": [0.072, -0.238, -0.141, 0.103, -0.280, -0.024, 0.078, 0.089, 0.119, 0.121, 0.101]
}

---

3.
{
  "formula": "C3H5N3",
  "method": "wB97M-V/def2-TZVPD",
  "total_energy_ev": -7658.6857,
  "lumo_energy_ev": 0.749,
  "gap_ev": 9.245,
  "de_lowest_kj_mol": 363.74,
  "homo_energy_ev": -8.50,
  "largest_force_ev_per_a": 0.44,
  "species": ["N", "C", "N", "N", "C", "C", "H", "H", "H", "H", "H"],
  "xyz": [[-2.0523, -0.4607, 0.2394], [-0.7026, -0.1941, 0.0674], [0.1926, -1.1537, 0.1684], [1.3852, -0.5770, -0.0936], [1.2242, 0.7919, -0.2514], [-0.1767, 1.1323, -0.2675], [-2.6487, 0.2235, -0.2029], [-2.3186, -1.4127, 0.0264], [2.2120, -1.0624, 0.2180], [2.0268, 1.3907, -0.6705], [0.8581, 1.3221, 0.7663]],
  "atomic_forces_ev_per_a": [[0.04, -0.02, -0.10], [0.03, -0.01, 0.06], [-0.12, 0.28, -0.08], [0.08, 0.01, 0.10], [0.13, -0.14, -0.39], [0.27, -0.27, 0.20], [0.09, -0.05, 0.08], [0.03, 0.13, 0.07], [-0.06, 0.07, -0.11], [-0.05, -0.08, 0.19], [-0.43, 0.08, 0.00]],
  "lowdin_charge": [0.089, -0.462, 0.083, -0.051, -0.261, 0.012, 0.080, 0.085, 0.138, 0.122, 0.166]
}

---

4.
{
  "formula": "C3H5N3",
  "method": "wB97M-V/def2-TZVPD",
  "total_energy_ev": -7662.4474,
  "lumo_energy_ev": 0.983,
  "gap_ev": 8.942,
  "de_lowest_kj_mol": 0.78,
  "homo_energy_ev": -7.96,
  "largest_force_ev_per_a": 0.22,
  "smiles": "Nc1c[nH]cn1",
  "species": ["N", "C", "C", "N", "C", "N", "H", "H", "H", "H", "H"],
  "xyz": [[-0.1326, -0.4228, -2.0133], [-0.0039, -0.0856, -0.6568], [0.2516, -0.9046, 0.4123], [0.2833, -0.0557, 1.5053], [0.0672, 1.1980, 1.0467], [-0.1115, 1.2206, -0.2533], [-0.3774, 0.4111, -2.5349], [-0.8418, -1.1290, -2.1684], [0.4321, -1.9656, 0.4933], [0.3992, -0.3254, 2.4684], [0.0337, 2.0591, 1.7008]],
  "atomic_forces_ev_per_a": [[-0.12, 0.06, 0.01], [-0.03, -0.08, 0.09], [-0.01, 0.01, -0.10], [-0.03, 0.06, 0.00], [-0.02, 0.06, 0.10], [0.04, -0.16, 0.15], [0.04, -0.10, 0.01], [0.13, 0.05, 0.00], [-0.05, 0.17, -0.02], [0.02, 0.05, -0.16], [0.03, -0.12, -0.09]],
  "lowdin_charge": [0.078, -0.427, -0.069, 0.027, -0.218, 0.091, 0.076, 0.078, 0.105, 0.143, 0.114]
}

---

5.
{
  "formula": "C3H5N3",
  "method": "wB97M-V/def2-TZVPD",
  "total_energy_ev": -7661.4768,
  "lumo_energy_ev": 1.121,
  "gap_ev": 9.726,
  "de_lowest_kj_mol": 94.43,
  "homo_energy_ev": -8.61,
  "largest_force_ev_per_a": 3.13,
  "smiles": "Nc1cc[nH]n1",
  "species": ["N", "C", "N", "N", "C", "C", "H", "H", "H", "H", "H"],
  "xyz": [[1.3196, 1.5904, 0.0052], [0.3228, 0.6193, -0.0286], [-0.9586, 0.9144, -0.1623], [-1.6246, -0.4399, 0.0382], [-0.6887, -1.3731, 0.2031], [0.5313, -0.7709, 0.1228], [2.1604, 1.2933, -0.4660], [1.0008, 2.4788, -0.3484], [-2.6200, -0.6352, 0.1435], [-0.9177, -2.4101, 0.3861], [1.4747, -1.2669, 0.1064]],
  "atomic_forces_ev_per_a": [[-0.33, -0.11, -0.25], [-1.00, -0.69, -0.26], [-1.75, -2.42, 0.92], [1.07, 2.31, -0.36], [0.42, 0.40, -0.14], [0.67, -0.40, 0.14], [0.05, 0.02, 0.03], [-0.03, 0.11, -0.01], [0.59, 0.98, -0.23], [-0.11, -0.02, -0.10], [0.42, -0.20, 0.26]],
  "lowdin_charge": [0.102, -0.468, 0.100, -0.008, -0.161, -0.069, 0.084, 0.083, 0.137, 0.114, 0.084]
}

---

6.
{
  "formula": "C3H5N3",
  "method": "wB97M-V/def2-TZVPD",
  "total_energy_ev": -7657.8175,
  "lumo_energy_ev": 0.836,
  "gap_ev": 10.019,
  "de_lowest_kj_mol": 447.50,
  "homo_energy_ev": -9.18,
  "largest_force_ev_per_a": 0.38,
  "species": ["C", "N", "N", "C", "C", "N", "H", "H", "H", "H", "H"],
  "xyz": [[-1.6932, -0.0434, 0.1876], [-0.2648, 0.0143, -0.0208], [0.4297, 1.1259, 0.0618], [1.6966, 0.7563, -0.0056], [1.8455, -0.6716, -0.0082], [0.5127, -1.0912, 0.0069], [-1.9354, 0.0261, 1.2520], [-2.0668, -0.9875, -0.2126], [-2.1381, 0.7937, -0.3463], [2.4714, 1.5114, -0.0033], [1.1424, -1.4339, -0.9116]],
  "atomic_forces_ev_per_a": [[-0.20, 0.06, -0.02], [-0.04, 0.08, 0.08], [0.08, -0.26, -0.05], [0.10, 0.04, 0.02], [-0.06, 0.36, 0.10], [0.21, -0.08, 0.09], [0.04, -0.02, -0.14], [0.11, 0.16, 0.05], [-0.07, -0.06, 0.06], [-0.10, -0.16, 0.01], [-0.07, -0.12, -0.20]],
  "lowdin_charge": [-0.016, -0.269, 0.103, -0.184, -0.116, -0.006, 0.088, 0.089, 0.085, 0.082, 0.145]
}

---

7.
{
  "formula": "C3H5N3",
  "method": "wB97M-V/def2-TZVPD",
  "total_energy_ev": -7659.8070,
  "lumo_energy_ev": 0.833,
  "gap_ev": 9.967,
  "de_lowest_kj_mol": 255.55,
  "homo_energy_ev": -9.13,
  "largest_force_ev_per_a": 0.85,
  "species": ["N", "C", "C", "N", "C", "N", "H", "H", "H", "H", "H"],
  "xyz": [[0.1213, -0.9060, 1.7923], [0.0421, -0.4890, 0.4467], [1.2220, -0.0903, -0.3498], [0.5781, 0.6610, -1.2890], [-0.7929, 0.7916, -1.0467], [-1.1756, 0.1487, -0.0076], [-0.7861, -0.8968, 2.2362], [0.7423, -0.3201, 2.3153], [0.2363, -1.3947, -0.2517], [1.0402, 1.0351, -2.1060], [-1.4389, 1.3719, -1.7007]],
  "atomic_forces_ev_per_a": [[-0.07, -0.13, 0.22], [0.27, -0.34, -0.36], [-0.46, 0.72, -0.06], [0.19, -0.15, 0.06], [-0.10, -0.14, 0.18], [0.39, 0.21, -0.38], [-0.04, -0.06, -0.12], [0.26, 0.20, 0.22], [-0.51, -0.14, 0.02], [-0.07, -0.06, 0.14], [0.14, -0.11, 0.10]],
  "lowdin_charge": [0.067, -0.525, 0.001, -0.013, -0.193, 0.104, 0.077, 0.069, 0.168, 0.124, 0.120]
}

---

8.
{
  "formula": "C3H5N3",
  "method": "wB97M-V/def2-TZVPD",
  "total_energy_ev": -7657.1926,
  "lumo_energy_ev": -0.767,
  "gap_ev": 9.344,
  "de_lowest_kj_mol": 507.79,
  "homo_energy_ev": -10.11,
  "largest_force_ev_per_a": 0.31,
  "species": ["C", "N", "C", "N", "N", "C", "H", "H", "H", "H", "H"],
  "xyz": [[0.3178, -1.6361, -1.0924], [0.2124, 0.3102, -0.2793], [-1.0102, 0.9223, -0.1416], [-1.1118, 1.4937, 1.0187], [0.0710, 1.2612, 1.6992], [0.8353, 0.5609, 0.9197], [0.7619, -2.0739, -0.1825], [0.6227, -0.1629, -1.1682], [-0.7675, -1.8134, -1.0126], [-1.7638, 0.9236, -0.9165], [1.8323, 0.2143, 1.1555]],
  "atomic_forces_ev_per_a": [[-0.12, -0.02, 0.22], [-0.04, -0.06, 0.04], [-0.08, 0.04, 0.07], [-0.05, -0.10, -0.29], [0.23, -0.15, -0.12], [0.03, 0.00, 0.11], [-0.08, 0.07, -0.13], [0.02, 0.14, 0.04], [0.16, 0.03, 0.00], [0.10, -0.01, 0.10], [-0.15, 0.05, -0.04]],
  "lowdin_charge": [0.138, -0.039, -0.199, 0.017, 0.017, -0.201, -0.014, 0.050, -0.014, 0.122, 0.122]
}

---

9.
{
  "formula": "C3H5N3",
  "method": "wB97M-V/def2-TZVPD",
  "total_energy_ev": -7658.1782,
  "lumo_energy_ev": 0.714,
  "gap_ev": 8.748,
  "de_lowest_kj_mol": 412.70,
  "homo_energy_ev": -8.03,
  "largest_force_ev_per_a": 0.96,
  "species": ["C", "C", "C", "N", "N", "N", "H", "H", "H", "H", "H"],
  "xyz": [[-2.1767, -0.2812, 0.0592], [0.0927, 0.2642, 0.4776], [1.2772, 0.7211, 0.1100], [2.3065, -0.2224, -0.3089], [2.2482, -1.4337, -0.2424], [-0.9808, -0.1341, 0.8814], [-2.1676, -1.2757, -0.3987], [-2.2167, 0.4896, -0.7199], [-3.0567, -0.1922, 0.7027], [1.5366, 1.7754, 0.1193], [3.1374, 0.2889, -0.6802]],
  "atomic_forces_ev_per_a": [[-0.13, 0.05, -0.08], [-0.63, -0.05, 0.15], [-0.22, -0.07, 0.10], [-0.01, -0.41, 0.05], [0.09, 0.62, -0.13], [0.87, 0.35, -0.20], [-0.03, 0.19, 0.09], [0.00, -0.22, 0.08], [0.20, -0.06, -0.15], [-0.08, -0.23, 0.04], [-0.07, -0.17, 0.04]],
  "lowdin_charge": [-0.092, -0.123, -0.097, -0.252, 0.045, 0.055, 0.087, 0.082, 0.074, 0.097, 0.124]
}

---

10.
{
  "formula": "C3H5N3",
  "method": "wB97M-V/def2-TZVPD",
  "total_energy_ev": -7660.6167,
  "lumo_energy_ev": 0.778,
  "gap_ev": 9.841,
  "de_lowest_kj_mol": 177.42,
  "homo_energy_ev": -9.06,
  "largest_force_ev_per_a": 1.19,
  "smiles": "C/N=C(/N)C#N",
  "species": ["C", "N", "C", "N", "C", "N", "H", "H", "H", "H", "H"],
  "xyz": [[1.7852, -0.6230, 0.1480], [0.4610, -0.1481, 0.2074], [-0.7045, 0.1575, -0.0595], [-1.1820, 1.4573, 0.0633], [-1.7232, -0.7945, -0.5835], [-2.4389, -1.6155, -0.9765], [1.9295, -1.6823, -0.1109], [2.3151, -0.0094, -0.5927], [2.2710, -0.4305, 1.1129], [-0.5495, 2.0623, 0.5714], [-2.1638, 1.6261, 0.2204]],
  "atomic_forces_ev_per_a": [[0.21, -0.16, -0.02], [-0.31, 0.61, 0.01], [0.42, -0.11, 0.06], [-0.12, 0.05, 0.12], [-0.48, -0.83, -0.39], [0.68, 0.89, 0.41], [-0.23, 0.11, 0.02], [0.02, -0.19, 0.11], [-0.03, -0.12, -0.18], [-0.16, -0.10, -0.11], [0.00, -0.16, -0.04]],
  "lowdin_charge": [-0.121, 0.036, -0.457, 0.108, -0.131, 0.140, 0.073, 0.087, 0.078, 0.099, 0.089]
}